Entry from the Open Molecules 2025 dataset: a molecular structure, C41H33BrIrN13O3S (the ωB97M-V functional and the def2-TZVPD basis).

Last column: Löwdin spin population.
Geometry (Å):
Ir  0.97160  -0.08137  0.09699  0.472
C  0.38367  2.25880  5.08123  0.000
N  0.73779  1.22018  4.09921  0.000
C  0.93350  1.38198  2.80670  0.003
N  0.98295  0.17876  2.21402  0.000
C  0.84968  -0.69113  3.26807  0.000
N  0.69036  -0.08736  4.40847  0.002
C  -1.00776  2.77473  4.77094  0.000
C  -1.37457  4.05716  5.16204  0.000
C  -2.64285  4.53882  4.86465  0.000
C  -3.54363  3.76110  4.15489  0.000
C  -3.17741  2.47693  3.76298  0.000
C  -1.91948  1.98181  4.08821  0.000
C  -4.09930  1.65763  2.97734  0.000
N  -5.22836  1.97721  2.45572  0.000
N  -5.68455  0.85438  1.77352  0.000
C  -4.79824  -0.05877  1.93891  0.000
O  -3.74299  0.37321  2.68604  0.000
C  -4.73849  -1.40888  1.38030  0.000
C  -5.73849  -1.88272  0.53092  0.000
C  -5.61459  -3.14182  -0.03004  0.000
C  -4.48791  -3.92280  0.21445  0.000
C  -3.49253  -3.45304  1.05808  0.000
C  -2.23471  -4.24228  1.32419  0.000
N  -1.06570  -3.50490  0.78204  0.004
C  -0.57598  -2.36683  1.21707  0.004
N  0.38055  -1.97091  0.37110  0.004
C  0.41724  -2.95075  -0.59035  0.003
N  -0.44111  -3.89546  -0.35166  0.003
C  -3.64403  -2.21173  1.66466  0.000
H  1.12322  3.05543  5.01134  0.000
H  0.47992  1.78420  6.05642  0.000
H  1.01286  2.34332  2.32957  0.000
H  0.92278  -1.76171  3.19038  0.000
H  -0.67414  4.68675  5.69742  0.000
H  -2.92521  5.53424  5.17849  0.000
H  -4.52726  4.13746  3.90814  0.000
H  -1.66923  0.96885  3.79836  0.000
H  -6.60506  -1.26697  0.32918  0.000
H  -6.39598  -3.51935  -0.67519  0.000
H  -4.39528  -4.89558  -0.25206  0.000
H  -2.21572  -5.20818  0.82646  0.000
H  -2.05853  -4.39417  2.38883  0.000
H  -0.93648  -1.84046  2.07877  0.000
H  1.08794  -2.94027  -1.43371  0.000
H  -2.92136  -1.84850  2.38364  0.000
C  -3.56548  1.20663  -0.68813  0.001
N  -2.59768  1.99564  -1.46345  0.019
C  -2.88252  2.64519  -2.64013  0.015
C  -1.75381  3.28631  -3.03804  0.021
N  -0.80306  3.01414  -2.08972  0.012
C  -1.32343  2.22749  -1.13368  0.000
S  -0.53341  1.74655  0.33466  0.152
H  -4.12304  0.57230  -1.37182  0.000
H  -4.24320  1.87583  -0.15970  0.000
H  -3.02336  0.58466  0.01915  0.000
H  -3.86126  2.60940  -3.08708  0.001
H  -1.55921  3.90942  -3.89340  0.001
H  0.14050  3.37267  -2.07332  0.000
N  10.76103  -0.23643  -3.89146  0.001
C  9.79373  -0.33198  -3.28137  0.000
C  8.57898  -0.44401  -2.52327  0.002
C  8.61623  -0.87667  -1.20203  -0.001
C  7.44454  -0.97917  -0.47066  0.002
C  6.24083  -0.64900  -1.07214  0.000
C  6.18844  -0.22115  -2.39086  0.002
C  7.36134  -0.11761  -3.11503  0.000
N  5.01571  -0.75228  -0.30529  0.014
C  4.88492  -1.31758  0.95088  0.012
C  3.58863  -1.19692  1.30911  -0.001
N  2.91776  -0.55819  0.28357  0.019
C  3.81639  -0.31545  -0.67834  0.020
H  9.56239  -1.12990  -0.74473  0.000
H  7.50567  -1.30546  0.55663  0.000
H  5.25646  0.02152  -2.88082  0.000
H  7.33854  0.21154  -4.14433  0.000
H  5.70572  -1.76847  1.47609  0.000
H  3.11327  -1.52728  2.21284  0.000
H  3.59770  0.16704  -1.61218  0.000
Br  -0.88121  -0.36038  -8.39084  0.001
C  -0.56633  -0.32844  -6.55238  0.001
C  -1.63246  -0.50330  -5.66911  0.001
C  -1.39806  -0.47903  -4.31130  0.001
C  -0.09981  -0.27657  -3.82732  0.004
C  0.96371  -0.11085  -4.72127  0.002
C  0.73212  -0.13756  -6.08010  0.000
C  0.12041  -0.24676  -2.40053  0.011
O  -0.77227  -0.43402  -1.53460  0.168
O  1.30527  -0.01035  -1.89415  0.019
H  -2.62879  -0.66630  -6.05539  0.000
H  -2.21364  -0.63600  -3.61721  0.001
H  1.97019  0.03169  -4.35157  0.000
H  1.54447  -0.01796  -6.78294  0.000

Computed properties:
multiplicity	2
energy above the lowest of the compared OMol25 structures with the same formula, charge and spin	0.6923	eV
HOMO energy (alpha / beta)	-15.3 / -15.3	eV
net charge	+3
expectation value of S²	0.76